1.
Computed, not measured: a structure of composition C23H23N3O4ReS3SeTe, with ωB97M-V/def2-TZVPD.

Summary:
Relative energy (zero: lowest compared OMol25 entry of this formula, charge and spin): 10.2 kcal per mole
Energy: -5297.25682 Ha
E_HOMO (spin up / spin down): -14.449 / -14.534 eV
Molar mass: 894.42 g mol⁻¹
Spin multiplicity: 2
Charge: +2
Expectation value of S²: 0.771
LUMO level (spin up / spin down): -0.3021 / -0.2885 hartree

Last column: Löwdin spin population.
Element x y z (Å)
Re (2.1121, -0.3872, 0.6118)  0.772
O (2.5763, -1.0444, 2.6183)  0.021
S (3.8024, -0.1630, 2.3544)  0.004
O (4.7569, -0.0031, 3.3676)  -0.001
O (4.2125, -0.7334, 0.9888)  0.028
O (3.0534, 1.1066, 1.8452)  0.004
S (2.3067, 0.5826, -1.4994)  0.058
C (3.8057, 1.5071, -1.5060)  0.020
N (4.3173, 2.1164, -0.4862)  0.000
C (5.6078, 2.8012, -0.6896)  0.000
C (5.9809, 2.6252, -2.1772)  0.001
S (4.6459, 1.6692, -2.9788)  0.004
H (3.8823, 2.0541, 0.4394)  0.000
H (6.3478, 2.3482, -0.0328)  0.000
H (5.4948, 3.8480, -0.4157)  0.000
H (6.9025, 2.0627, -2.2969)  0.000
H (6.0763, 3.5763, -2.6929)  0.000
C (-0.5267, -3.0017, -2.6851)  0.001
N (-0.9405, -3.2549, -1.3029)  0.001
C (-0.2165, -3.0671, -0.2032)  0.005
Se (1.6373, -2.6373, -0.1118)  0.050
N (-0.9625, -3.3561, 0.8648)  0.000
C (-2.2421, -3.7464, 0.4516)  0.000
C (-3.3648, -4.1589, 1.1610)  0.000
C (-4.4618, -4.5092, 0.4029)  0.000
C (-4.4417, -4.4542, -1.0047)  0.000
C (-3.3263, -4.0384, -1.7001)  0.000
C (-2.2264, -3.6811, -0.9282)  0.000
H (0.5562, -3.0563, -2.7524)  0.001
H (-0.8736, -2.0184, -2.9985)  0.000
H (-0.9616, -3.7668, -3.3216)  0.000
H (-0.6033, -3.3819, 1.8074)  0.001
H (-3.3776, -4.2111, 2.2409)  0.000
H (-5.3607, -4.8450, 0.9008)  0.000
H (-5.3226, -4.7556, -1.5544)  0.000
H (-3.3161, -3.9982, -2.7803)  0.000
Te (-0.0489, 0.5159, 1.9625)  0.004
C (-1.7508, 0.0956, 0.8236)  0.008
C (-2.9575, -0.0465, 1.4989)  0.001
C (-4.1378, -0.1476, 0.7698)  0.000
C (-4.1066, -0.0951, -0.6147)  0.000
C (-2.8954, 0.0411, -1.2838)  0.000
C (-1.7119, 0.1288, -0.5677)  0.005
C (-0.0223, 2.5648, 1.5379)  0.006
C (-0.2060, 3.4115, 2.6235)  0.001
C (-0.2820, 4.7833, 2.4050)  0.000
C (-0.1703, 5.2894, 1.1207)  0.000
C (0.0198, 4.4315, 0.0429)  0.000
C (0.0967, 3.0629, 0.2473)  0.001
H (-2.9936, -0.0662, 2.5814)  0.000
H (-5.0814, -0.2481, 1.2893)  0.000
H (-5.0284, -0.1552, -1.1777)  0.000
H (-2.8808, 0.0971, -2.3652)  0.000
H (-0.7724, 0.2409, -1.0979)  0.003
H (-0.2916, 3.0247, 3.6311)  0.000
H (-0.4329, 5.4502, 3.2429)  0.000
H (-0.2321, 6.3564, 0.9541)  0.000
H (0.0984, 4.8304, -0.9600)  0.000
H (0.2375, 2.4065, -0.5999)  0.000


2.
Computed, not measured: the ion C6H8N with charge +1 in a non-equilibrium geometry, with ωB97M-V/def2-TZVPD.

Summary:
Relative energy (zero: lowest compared OMol25 entry of this formula, charge and spin): 134.8 kcal per mole
Energy: -287.74145 Ha
E_HOMO (spin up / spin down): -13.621 / -13.620 eV
Molar mass: 94.14 g mol⁻¹
Spin multiplicity: 1
Charge: +1
LUMO level (spin up / spin down): -0.2512 / -0.2513 hartree

Last column: Mulliken charge in e.
Element x y z (Å)
C (1.4725, -1.4188, -0.5784)  -0.176
C (1.2037, -0.6965, -1.7935)  -0.452
C (-0.3835, -0.0356, 0.0702)  0.133
C (0.4980, -1.1953, 0.4516)  -0.458
C (0.1451, 0.1189, -1.7087)  -0.124
C (-1.5223, 1.7224, 1.3488)  -0.712
N (-1.0321, 0.4788, 1.0681)  -0.241
H (2.3363, -1.9573, -0.5319)  0.503
H (1.7489, -0.8219, -2.6503)  0.502
H (-0.1235, -1.9864, 0.8742)  0.400
H (1.1208, -0.9726, 1.3086)  0.309
H (-0.4924, 0.7807, -2.3292)  0.406
H (-1.1454, 2.3992, 0.6246)  0.337
H (-1.1165, 1.9396, 2.3157)  0.306
H (-2.7095, 1.6449, 1.5302)  0.266


3.
Computed, not measured: an isolated molecule of C10H16N4O4 in a non-equilibrium geometry, with ωB97M-V/def2-TZVPD.

Summary:
Relative energy (zero: lowest compared OMol25 entry of this formula, charge and spin): 253.0 kcal per mole
Energy: -910.30570 Ha
E_HOMO: -7.928 eV
Molar mass: 256.26 g mol⁻¹
Spin multiplicity: 1
LUMO level: 0.0066 hartree

Last column: Mulliken charge in e.
Element x y z (Å)
C (-3.4477, -2.5326, 0.0538)  -1.886
C (-2.3817, -1.7655, 0.3116)  1.169
C (-1.2051, -1.7987, -0.3425)  -0.873
C (-2.9014, -0.1974, 0.4376)  -0.608
O (-1.9477, 0.5778, 0.8524)  -0.219
C (-1.3116, 1.6355, 0.1397)  0.788
O (-1.5706, 1.5875, -1.2059)  -0.650
C (-0.3399, 2.3358, 0.9325)  -0.814
C (0.8687, 2.9913, -0.2657)  -0.788
N (1.3291, 1.8608, -0.8425)  -0.079
C (2.1867, 0.9426, -0.5030)  0.307
N (2.6548, 1.2580, 0.9013)  -0.581
N (3.7024, 0.3963, 1.2406)  -0.085
C (4.0826, -0.7832, 0.7172)  0.237
O (4.9865, -1.4071, 0.7394)  -0.432
N (3.5967, -1.0260, -0.6900)  -0.175
C (2.5697, -0.4273, -1.2469)  0.522
O (2.0646, -0.3289, -2.3359)  -0.618
H (-3.6085, -2.3085, -1.0633)  0.338
H (-2.9918, -3.4708, -0.0176)  0.428
H (-4.3367, -2.4794, 0.5563)  0.448
H (-2.1758, -1.9693, 1.4771)  0.124
H (-0.8953, -2.8697, -0.2449)  0.335
H (-1.3704, -1.3750, -1.5381)  0.186
H (-0.4001, -1.0690, -0.0907)  -0.069
H (-3.8795, 0.1383, 1.1069)  0.238
H (-3.2996, 0.2433, -0.6773)  0.279
H (0.2480, 1.5852, 1.6148)  0.263
H (-0.7897, 3.1514, 1.3933)  0.471
H (0.2535, 3.5372, -1.0349)  0.412
H (1.5938, 3.4428, 0.3527)  0.459
H (0.8518, 1.5672, -1.8034)  0.346
H (4.1481, 0.4730, 2.1528)  0.249
H (3.7162, -1.9157, -1.0776)  0.276


4.
Computed, not measured: a structure of composition C3HIrO3 in a non-equilibrium geometry, with ωB97M-V/def2-TZVPD.

Summary:
Relative energy (zero: lowest compared OMol25 entry of this formula, charge and spin): 27.1 kcal per mole
Energy: -444.35718 Ha
E_HOMO (spin up / spin down): -12.226 / -15.806 eV
Molar mass: 277.25 g mol⁻¹
Spin multiplicity: 6
Charge: +1
Expectation value of S²: 8.763
LUMO level (spin up / spin down): -0.2202 / -0.3160 hartree

Last column: Löwdin spin population.
Element x y z (Å)
H (-0.9190, 0.0628, 1.6366)  0.016
O (-2.5477, 0.2590, -0.9979)  0.189
C (-1.6612, -0.0117, -0.2952)  0.171
C (-0.7020, -0.2177, 0.6021)  0.321
O (0.4889, -0.8321, 0.3213)  0.390
C (1.6441, -0.1897, -0.4611)  0.292
O (2.0010, -0.6533, -1.5097)  0.087
Ir (1.6959, 1.5827, 0.7038)  3.534


The highest energy belongs to which entry? C6H8N


Copy entry 3 word for word.
Computed, not measured: an isolated molecule of C10H16N4O4 in a non-equilibrium geometry, with ωB97M-V/def2-TZVPD.

Summary:
Relative energy (zero: lowest compared OMol25 entry of this formula, charge and spin): 253.0 kcal per mole
Energy: -910.30570 Ha
E_HOMO: -7.928 eV
Molar mass: 256.26 g mol⁻¹
Spin multiplicity: 1
LUMO level: 0.0066 hartree

Last column: Mulliken charge in e.
Element x y z (Å)
C (-3.4477, -2.5326, 0.0538)  -1.886
C (-2.3817, -1.7655, 0.3116)  1.169
C (-1.2051, -1.7987, -0.3425)  -0.873
C (-2.9014, -0.1974, 0.4376)  -0.608
O (-1.9477, 0.5778, 0.8524)  -0.219
C (-1.3116, 1.6355, 0.1397)  0.788
O (-1.5706, 1.5875, -1.2059)  -0.650
C (-0.3399, 2.3358, 0.9325)  -0.814
C (0.8687, 2.9913, -0.2657)  -0.788
N (1.3291, 1.8608, -0.8425)  -0.079
C (2.1867, 0.9426, -0.5030)  0.307
N (2.6548, 1.2580, 0.9013)  -0.581
N (3.7024, 0.3963, 1.2406)  -0.085
C (4.0826, -0.7832, 0.7172)  0.237
O (4.9865, -1.4071, 0.7394)  -0.432
N (3.5967, -1.0260, -0.6900)  -0.175
C (2.5697, -0.4273, -1.2469)  0.522
O (2.0646, -0.3289, -2.3359)  -0.618
H (-3.6085, -2.3085, -1.0633)  0.338
H (-2.9918, -3.4708, -0.0176)  0.428
H (-4.3367, -2.4794, 0.5563)  0.448
H (-2.1758, -1.9693, 1.4771)  0.124
H (-0.8953, -2.8697, -0.2449)  0.335
H (-1.3704, -1.3750, -1.5381)  0.186
H (-0.4001, -1.0690, -0.0907)  -0.069
H (-3.8795, 0.1383, 1.1069)  0.238
H (-3.2996, 0.2433, -0.6773)  0.279
H (0.2480, 1.5852, 1.6148)  0.263
H (-0.7897, 3.1514, 1.3933)  0.471
H (0.2535, 3.5372, -1.0349)  0.412
H (1.5938, 3.4428, 0.3527)  0.459
H (0.8518, 1.5672, -1.8034)  0.346
H (4.1481, 0.4730, 2.1528)  0.249
H (3.7162, -1.9157, -1.0776)  0.276